Entry 1:
Computed, not measured: a structure of composition C27H29BBaCl5F8IN3OSe2 in a non-equilibrium geometry, with ωB97M-V/def2-TZVPD.

Structure (XYZ):
```
78
Properties=species:S:1:pos:R:3
Ba 0.41728 -0.13632 0.35076
I -2.09521 -5.77122 -1.41837
Se -1.26323 -0.74868 3.22646
Se -3.03635 -3.36638 2.21843
Cl 6.85088 1.62808 -2.42207
Cl 7.28969 3.18639 0.24680
Cl 2.41995 1.54459 1.93418
Cl 4.18931 0.05926 -2.89946
Cl 5.04487 3.16113 2.41610
F -1.53965 1.69908 1.67213
F -6.33539 -0.24443 0.04247
F 3.46345 -1.86976 1.56518
F 2.17249 -1.67245 3.45693
F 1.16522 -1.91786 1.40057
F 2.27971 -3.69241 2.35829
F -4.34069 -0.33515 -1.64944
F -3.61241 1.70895 3.33621
O 2.27338 0.30231 -0.69064
N 0.16238 -2.11115 -1.33044
N 0.09725 2.35312 -2.25448
N -1.63736 0.58447 -0.76740
C 0.22395 3.72581 -1.78976
C -5.03943 0.71415 1.74816
C -3.79199 1.18875 2.10842
C 1.29334 2.79572 -4.45841
C -1.63188 0.59450 -2.21460
C -0.04829 -4.24968 -3.08125
C 4.81809 2.30537 0.93932
C -0.20891 0.25934 4.51171
C -4.13143 -2.88393 3.75314
C -1.32969 -3.65032 3.14628
C 1.13336 1.94216 -3.19418
C 4.43369 0.93970 -1.43509
C 3.37996 0.90324 -0.48497
C 5.61714 1.62749 -1.21977
C -2.77362 0.64173 -0.08182
C -4.08980 0.20849 -0.42986
C 0.89396 -2.15249 -2.44072
C 0.81615 -3.19854 -3.34597
C -0.79256 -4.20443 -1.91395
C 1.51652 3.95324 -1.01349
C -0.90169 -2.49892 4.03610
C -1.24630 1.99541 -2.70014
C 3.64292 1.60612 0.72157
C -5.14281 0.23569 0.45311
C -0.66114 -3.11695 -1.06558
C 5.81907 2.32688 -0.03096
C -2.73075 1.16783 1.24165
B 2.33013 -2.31343 2.22300
H 1.56712 -1.31411 -2.59459
H -3.82459 -1.90639 4.11940
H -0.61477 0.10234 5.50891
H 0.15860 4.45469 -2.61595
H -5.87831 0.71539 2.42607
H -1.43276 -4.56477 3.72949
H -5.15872 -2.83962 3.40018
H 0.35299 2.88908 -5.00502
H -1.43224 -2.52234 4.98882
H -0.60044 -3.82337 2.35504
H 0.90997 0.91426 -3.48913
H -0.62064 3.91610 -1.12559
H 2.02268 2.32004 -5.11616
H 2.08555 1.91398 -2.66494
H 1.60528 3.20310 -0.22622
H 0.17047 -2.54483 4.22591
H 2.39450 3.88334 -1.65853
H 1.50725 4.94592 -0.56123
H -1.96459 2.69808 -2.27305
H 1.42748 -3.19809 -4.23811
H 0.82826 -0.06543 4.46039
H -0.88315 -0.11574 -2.58429
H -0.13872 -5.08383 -3.76351
H -4.03626 -3.64301 4.52676
H -1.23691 -3.04662 -0.14957
H -1.34922 2.04403 -3.79671
H -0.29137 1.31070 4.24377
H -2.58784 0.33465 -2.67032
H 1.65682 3.79789 -4.22600
```

Calculated values
charge	-1
LUMO energy	1.88	eV
maximum force	4.33	eV/A
frontier orbital gap	6.46	eV

Partial charges, Löwdin, in e:
1. Ba 1.992
2. I 0.863
3. Se 0.932
4. Se 0.849
5. Cl 0.665
6. Cl 0.642
7. Cl 0.725
8. Cl 0.718
9. Cl 0.680
10. F -0.053
11. F 0.066
12. F 0.144
13. F 0.103
14. F -0.292
15. F 0.137
16. F 0.050
17. F 0.063
18. O -0.500
19. N -0.086
20. N -0.179
21. N -0.247
22. C -0.251
23. C 0.031
24. C -0.282
25. C -0.075
26. C -0.239
27. C -0.132
28. C -0.697
29. C -0.354
30. C -0.416
31. C -0.544
32. C -0.257
33. C -0.594
34. C -0.515
35. C -0.705
36. C -0.238
37. C -0.139
38. C -0.132
39. C -0.040
40. C -0.688
41. C -0.065
42. C -0.508
43. C -0.183
44. C -0.590
45. C -0.237
46. C -0.194
47. C -0.723
48. C -0.239
49. B -1.260
50. H 0.078
51. H -0.006
52. H 0.024
53. H 0.109
54. H 0.121
55. H 0.063
56. H 0.013
57. H 0.063
58. H 0.064
59. H 0.050
60. H 0.104
61. H 0.114
62. H 0.069
63. H 0.065
64. H 0.046
65. H 0.061
66. H 0.073
67. H 0.077
68. H 0.119
69. H 0.109
70. H 0.010
71. H 0.079
72. H 0.095
73. H 0.021
74. H 0.070
75. H 0.112
76. H 0.021
77. H 0.104
78. H 0.063

=====

Entry 2:
Computed, not measured: a structure of composition C27H29Br48FNO3 in a non-equilibrium geometry, with ωB97M-V/def2-TZVPD.

Structure (XYZ):
```
109
Properties=species:S:1:pos:R:3
Br 5.32233 1.85702 -6.11066
Br -5.28103 1.31058 -5.72572
Br 6.23492 3.42375 -3.49828
Br -6.00651 -2.11672 -4.84915
Br 1.93354 3.04637 5.14359
Br 4.06316 4.70460 -5.45127
Br -2.10845 1.56087 -5.65960
Br 1.31296 4.87459 7.70160
Br -7.13193 5.10159 -4.68821
Br 0.93161 -1.40101 -3.47425
Br -6.29404 1.51581 0.81003
Br -0.27239 -7.58775 3.38432
Br -3.51605 0.56807 13.24489
Br -5.71874 1.02014 -10.02112
Br -2.53199 1.68879 16.06039
Br 5.98589 0.06694 -0.92294
Br 4.87115 -3.45416 1.92469
Br 7.82488 3.26897 -11.08680
Br 7.94821 4.46053 -8.13659
Br 3.71248 -1.98246 -8.08467
Br 0.96999 -3.54911 -7.66696
Br -7.22044 4.49860 -7.80492
Br -2.45347 5.34472 8.83686
Br -4.41770 -1.70098 6.25107
Br -1.03699 3.24192 6.27916
Br -5.04533 -2.30776 -7.87401
Br -5.56955 0.73497 -2.19621
Br -2.28419 6.37278 11.85221
Br 7.75224 -1.80415 0.91068
Br -5.47014 -1.47250 0.10267
Br -3.77995 -2.12861 3.16012
Br -4.84858 3.18880 14.46718
Br 6.64692 -5.31795 3.79729
Br -0.65360 -6.96150 6.48324
Br -7.14409 2.61206 -12.38687
Br -3.87709 3.91233 -6.89347
Br 6.69801 -5.72352 0.63137
Br -6.69611 -1.23376 4.06858
Br 2.34736 1.45313 -3.60371
Br -8.70350 7.06890 -6.64356
Br 7.63394 -2.31678 -2.24379
Br -8.01764 -1.37093 -7.20494
Br 4.02313 -1.19027 -4.21559
Br -0.00778 -9.93170 5.52719
Br -8.87790 0.84834 -10.37901
Br -1.33064 3.42668 11.10513
Br 5.20567 4.50011 -9.74806
Br 0.97415 -0.37722 -7.97023
F 2.03217 -4.44939 3.31631
O 2.78122 -0.70893 0.08077
O -2.00151 -0.71940 0.53592
O -0.04935 -0.73155 1.30745
N -0.91640 -1.21181 0.39869
C 5.62307 3.58291 -5.31515
C -1.50108 5.24536 10.49786
C -3.77979 2.50455 -5.58336
C 0.02263 -3.83230 4.45565
C 5.64000 -5.20069 2.15882
C -6.53218 -2.47239 -6.66191
C 2.56170 1.29087 1.33715
C 2.87649 2.11148 2.42315
C 1.93810 -1.91791 -7.34459
C -7.21328 5.86537 -6.45145
C -5.11478 -2.23355 4.53387
C 4.12514 -0.39840 2.10912
C 0.48305 -3.02658 2.05813
C 0.24368 -8.05173 5.17626
C 1.89547 -1.85295 0.37058
C 6.68853 -1.69927 -0.67970
C 3.80661 1.65718 3.38297
C 3.16073 0.02941 1.18095
C 4.43576 0.41441 3.19927
C 6.85823 3.56586 -9.44927
C 2.56598 -0.41737 -3.20838
C -5.23777 0.37822 -0.33263
C -7.30754 1.94001 -10.58965
C 1.06718 -3.41764 3.42750
C -3.24478 2.13515 14.32777
C 0.63608 4.16058 6.03092
C 1.06989 -1.67442 1.59579
H -0.44380 -2.95919 4.91019
H 1.60260 -2.55595 3.82269
H 5.17065 0.04461 3.90424
H -6.31237 6.44573 -6.59154
H -0.58733 -2.90339 2.23179
H -0.71112 -4.47970 3.97552
H -0.50162 5.61384 10.31408
H -5.41001 -3.26891 4.62084
H 0.70045 -3.83836 1.35224
H 0.54621 -4.34353 5.26550
H 2.04480 -1.81529 -6.27180
H 6.60756 2.59568 -9.04243
H 4.62014 -1.35667 1.96212
H -3.83732 2.97227 -4.61009
H 0.44163 5.00557 5.38620
H -7.43039 2.79579 -9.94322
H 1.30140 -7.85004 5.26598
H 2.52044 -2.73764 0.50930
H 4.09188 2.23758 4.24854
H -2.50681 2.74567 13.82560
H -6.86594 -3.49878 -6.70444
H 2.82316 -0.49546 -2.15454
H 2.39530 3.07049 2.50824
H -4.19757 0.61414 -0.14672
H 5.85002 -2.36823 -0.52999
H 6.41022 4.06037 -5.88039
H 1.31299 -2.01875 -0.54914
H 4.82332 -5.90453 2.23626
H 1.83157 1.58446 0.59449
```

Calculated values
charge	-1
LUMO energy	0.89	eV
maximum force	1.41	eV/A
frontier orbital gap	4.40	eV

Atomic partial charges in e from the Löwdin method, atoms 1 to 99:
1. Br 0.546
2. Br 0.503
3. Br 0.577
4. Br 0.555
5. Br 0.775
6. Br 0.560
7. Br 0.588
8. Br 0.549
9. Br 0.580
10. Br 0.614
11. Br 0.559
12. Br 0.593
13. Br 0.562
14. Br 0.561
15. Br 0.563
16. Br 0.632
17. Br 0.741
18. Br 0.573
19. Br 0.604
20. Br 0.546
21. Br 0.570
22. Br 0.563
23. Br 0.555
24. Br 0.556
25. Br 0.558
26. Br 0.557
27. Br 0.542
28. Br 0.565
29. Br 0.563
30. Br 0.558
31. Br 0.582
32. Br 0.562
33. Br 0.571
34. Br 0.582
35. Br 0.572
36. Br 0.550
37. Br 0.564
38. Br 0.547
39. Br 0.563
40. Br 0.577
41. Br 0.557
42. Br 0.548
43. Br 0.552
44. Br 0.550
45. Br 0.561
46. Br 0.586
47. Br 0.575
48. Br 0.559
49. F -0.107
50. O -0.145
51. O -0.075
52. O -0.112
53. N -0.084
54. C -1.641
55. C -1.644
56. C -1.613
57. C -0.074
58. C -1.578
59. C -1.630
60. C 0.001
61. C -0.154
62. C -1.662
63. C -1.640
64. C -1.638
65. C -0.087
66. C -0.141
67. C -1.640
68. C -0.200
69. C -1.639
70. C -0.203
71. C -0.327
72. C -0.070
73. C -1.645
74. C -1.578
75. C -1.622
76. C -1.651
77. C -0.377
78. C -1.662
79. C -1.590
80. C -0.261
81. H 0.080
82. H 0.123
83. H 0.102
84. H -0.032
85. H 0.083
86. H 0.047
87. H -0.052
88. H -0.033
89. H 0.115
90. H 0.047
91. H -0.116
92. H -0.052
93. H -0.065
94. H -0.030
95. H -0.028
96. H -0.114
97. H -0.028
98. H 0.069
99. H 0.023